(1)
This record from the Open Molecules 2025 dataset describes C38H41FMoN9O6S2 as an isolated structure. The level of theory is ωB97M-V/def2-TZVPD.

Results
- energy relative to the best compared isomer or geometry (same formula, charge and spin) (kJ/mol) = 124.23
- E_LUMO (spin up / spin down) (eV) = -3.60 / -3.77
- net charge = +1
- 2S+1 = 3
- highest occupied orbital energy (spin up / spin down) (eV) = -10.4 / -10.6

Last column: Mulliken spin population.
Positions of all 98 atoms, in Å:
Mo 0.417 -0.315 -0.672  1.894
S 0.035 -0.945 -3.083  -0.014
S 0.822 2.245 -0.471  -0.047
F -1.029 -2.328 -0.672  0.017
O 6.864 -6.613 -0.250  0.000
O 2.673 -7.972 -2.196  0.000
O 1.512 -2.099 -0.759  -0.024
O 3.516 -1.296 -0.098  0.006
O 1.047 -6.565 -2.321  0.000
O 7.139 -4.577 0.400  0.000
N 1.722 -1.538 3.946  0.010
N 0.686 2.665 2.190  0.004
N -1.565 0.251 -0.261  -0.001
N 2.186 -6.876 -2.034  0.000
N 0.924 -0.700 1.428  -0.070
N -0.114 -2.922 4.070  -0.002
N 6.482 -5.475 -0.084  0.000
N 2.013 0.248 -2.017  -0.055
N 0.113 4.402 0.820  0.002
C -3.985 -0.398 -0.170  0.025
C -0.049 5.347 1.929  0.000
C 0.237 -1.613 2.086  0.043
C 2.789 -2.196 -0.482  0.005
C 3.997 1.083 -3.000  -0.011
C -2.732 3.670 0.835  0.002
C 1.593 -0.212 -3.205  0.032
C -4.955 -1.389 -0.229  -0.011
C 3.571 0.602 -4.244  0.018
C -2.617 3.607 -1.534  -0.003
C 4.621 -3.873 -0.309  0.002
C -2.813 4.334 -0.372  -0.002
C -2.290 2.255 -1.498  -0.032
C 2.024 -0.189 2.012  0.051
C -2.627 -0.696 -0.330  0.090
C 0.512 3.469 3.405  0.001
C 2.370 -0.056 -4.354  -0.006
C 2.518 -4.564 -1.254  0.006
C -2.231 1.520 -2.824  0.029
C -2.081 1.627 -0.261  0.008
C 4.330 -6.156 -1.063  0.000
C -4.619 -2.719 -0.456  0.018
C 5.094 -5.154 -0.502  0.000
C -2.569 1.787 2.365  0.003
C 3.044 -5.826 -1.430  0.001
C 0.844 4.914 3.078  0.000
C 0.628 -2.027 3.372  0.000
C -3.284 -3.047 -0.616  -0.015
C 0.505 3.144 0.965  0.009
C -3.627 1.448 -3.457  0.001
C -2.397 2.315 0.929  0.025
C -1.232 2.148 -3.800  0.008
C 2.403 -0.622 3.264  -0.004
C 3.318 -3.584 -0.687  -0.006
C -4.063 1.646 2.708  0.000
C -1.861 0.511 2.768  -0.014
C -2.364 -2.032 -0.544  -0.003
C 3.198 0.887 -1.910  0.044
H 4.944 1.592 -2.885  -0.001
H -1.095 5.349 2.245  -0.001
H 2.004 -0.449 -5.292  0.002
H -4.192 1.543 3.789  0.000
H -0.266 2.328 -3.323  -0.001
H -2.968 4.202 1.753  0.001
H 4.192 0.745 -5.119  0.001
H -5.993 -1.109 -0.106  0.000
H -4.483 0.754 2.240  0.000
H 1.046 1.728 2.261  -0.003
H -2.743 4.091 -2.495  -0.001
H -2.182 2.587 3.004  0.000
H 3.304 -0.233 3.724  -0.001
H -3.583 0.884 -4.393  0.000
H -1.954 0.364 3.848  0.001
H -4.639 2.511 2.378  0.000
H 0.264 -3.271 4.934  0.000
H -5.381 -3.485 -0.520  0.001
H -4.284 0.629 -0.015  0.004
H -0.855 -3.437 3.631  0.000
H 2.609 0.517 1.444  -0.007
H -0.806 0.541 2.515  0.015
H -2.948 -4.060 -0.803  -0.001
H -2.315 -0.349 2.276  0.000
H -4.010 2.447 -3.684  0.000
H 5.249 -3.109 0.124  0.000
H 1.504 -4.348 -1.555  -0.002
H -1.601 3.100 -4.191  0.000
H 0.195 6.343 1.571  0.000
H 3.493 1.203 -0.923  -0.006
H -3.072 5.386 -0.409  0.000
H -0.646 -2.026 1.627  -0.016
H -1.070 1.483 -4.651  0.000
H 1.891 4.989 2.775  0.000
H -1.906 0.504 -2.642  -0.020
H -0.048 4.704 -0.129  0.002
H -0.521 3.388 3.750  0.000
H 4.721 -7.152 -1.205  0.000
H -4.343 0.951 -2.798  -0.001
H 1.158 3.065 4.180  0.000
H 0.692 5.551 3.948  0.000

***

(2)
This record from the Open Molecules 2025 dataset describes C71H56BrCl5F4O6PS2Ti as an isolated structure in a non-equilibrium geometry. The level of theory is ωB97M-V/def2-TZVPD.

Results
- energy relative to the best compared isomer or geometry (same formula, charge and spin) (kJ/mol) = 274.72
- E_LUMO (eV) = 1.92
- net charge = -1
- highest occupied orbital energy (eV) = -3.4

Last column: Löwdin charge in e.
Positions of all 147 atoms, in Å:
Br -0.995 1.652 -1.737  0.344
Ti 0.426 0.492 0.249  0.782
Cl 1.107 -2.991 4.873  0.675
Cl 0.030 -0.469 3.518  0.844
Cl 3.239 -4.754 3.448  0.680
Cl 4.321 -3.886 0.672  0.700
Cl 3.072 -1.563 -0.812  0.868
S -2.688 -0.814 1.052  1.081
S -4.022 1.310 -0.688  0.854
P 0.263 -1.642 -1.986  1.077
F -4.433 -0.217 -3.964  -0.009
F -2.454 -4.169 -5.623  0.069
F -0.387 -3.892 -3.966  0.046
F -4.500 -2.366 -5.639  0.063
O -3.244 1.598 0.554  -0.641
O 1.857 1.184 -0.498  -0.291
O 3.599 4.186 0.629  0.010
O 0.022 1.891 1.283  -0.253
O 1.529 5.142 0.569  0.006
O -1.210 -0.627 0.730  -0.629
C -1.339 -2.924 -3.949  -0.224
C -0.207 -5.832 -0.054  -0.091
C 3.279 6.189 -0.690  0.024
C 0.951 5.291 4.590  -0.082
C 3.276 6.236 1.817  0.020
C 2.393 2.760 -2.704  -0.039
C 1.231 -4.184 -1.054  -0.139
C -3.803 -0.906 3.641  -0.062
C 4.829 4.027 -3.031  -0.087
C -2.410 -3.096 -4.799  -0.158
C -2.821 -2.542 1.546  -0.386
C -1.996 -4.417 2.790  -0.062
C 0.204 3.284 1.412  -0.319
C 5.218 -0.141 1.920  -0.075
C 4.196 1.158 0.149  -0.151
C 3.053 -2.984 1.410  -0.706
C -6.590 2.229 -0.212  -0.236
C -1.785 -3.180 2.210  -0.066
C 5.232 0.750 -0.690  -0.067
C 2.911 5.421 0.578  -0.560
C 1.058 -5.408 -0.425  -0.083
C 1.470 4.317 5.431  -0.095
C -5.736 0.975 -0.035  -0.284
C 1.193 2.701 3.678  -0.045
C 0.655 3.663 2.834  -0.131
C 6.256 -0.061 -0.228  -0.081
C 2.683 3.111 0.676  -0.140
C 2.613 -3.355 2.673  -0.712
C -3.570 0.864 5.251  -0.079
C -1.130 -3.808 -0.957  -0.095
C -4.053 -3.164 1.400  -0.098
C 2.488 -1.884 0.770  -0.639
C -3.355 5.677 0.662  -0.107
C 3.895 4.057 -4.058  -0.097
C -5.616 3.397 -0.313  -0.253
C 2.907 -0.423 -4.821  -0.083
C 1.666 -2.557 3.298  -0.712
C -2.762 1.554 4.359  -0.065
C 3.007 1.992 -0.369  -0.315
C -4.259 -4.410 1.973  -0.083
C 0.550 4.973 3.303  -0.044
C 1.314 3.750 0.427  -0.166
C -4.558 2.943 -1.299  -0.297
C -3.360 -1.087 -3.960  -0.284
C 1.177 -1.429 2.652  -0.664
C 1.920 -0.508 -3.852  -0.102
C -3.443 -2.177 -4.808  -0.163
C -2.988 -0.215 2.751  -0.340
C 3.100 -2.808 -4.818  -0.084
C -1.303 -5.035 -0.339  -0.088
C 2.668 3.439 -3.885  -0.069
C -2.298 -0.920 -3.119  -0.101
C 3.515 -1.574 -5.298  -0.101
C -1.078 4.083 1.086  -0.127
C 0.138 -3.361 -1.328  -0.339
C 6.255 -0.514 1.082  -0.094
C -1.302 4.698 -0.140  -0.046
C 1.596 3.018 4.968  -0.068
C -4.084 -0.368 4.889  -0.077
C -2.030 4.275 2.084  -0.041
C 2.103 -2.896 -3.858  -0.106
C -3.242 -5.024 2.694  -0.078
C 3.336 2.692 -1.687  -0.131
C 1.502 -1.038 1.336  -0.203
C -3.157 5.052 1.883  -0.076
C -2.483 1.027 3.110  -0.145
C -2.427 5.485 -0.348  -0.085
C -1.243 -1.811 -3.099  -0.360
C 4.205 0.687 1.459  -0.039
C 4.549 3.362 -1.851  -0.063
C 1.510 -1.744 -3.352  -0.388
H 1.793 -3.871 -3.516  0.090
H -4.213 -1.873 3.397  0.097
H -2.567 5.960 -1.311  0.109
H 5.270 3.373 -1.048  0.124
H 4.125 4.578 -4.978  0.096
H 2.003 2.246 5.608  0.103
H 0.851 6.311 4.941  0.103
H 2.719 2.670 1.675  0.132
H -0.337 -6.780 0.454  0.098
H 1.424 2.295 -2.564  0.017
H 5.240 1.054 -1.726  0.115
H -1.996 -3.190 -1.161  0.106
H -5.139 3.569 0.653  0.093
H -3.793 1.285 6.223  0.102
H -2.348 2.508 4.655  0.101
H -4.965 2.777 -2.297  0.102
H 5.185 -0.498 2.942  0.108
H -3.672 3.569 -1.338  0.057
H -5.221 -4.895 1.878  0.104
H 1.277 1.688 3.318  0.051
H 4.314 -1.515 -6.026  0.093
H 2.826 7.179 -0.656  0.089
H 7.037 -1.174 1.436  0.101
H 3.100 5.649 2.715  0.078
H -7.169 2.160 -1.136  0.109
H -7.288 2.354 0.618  0.107
H 0.154 5.743 2.657  0.127
H -4.852 -2.658 0.871  0.118
H 1.918 3.490 -4.664  0.108
H 5.776 4.541 -3.144  0.102
H -1.190 -4.895 3.331  0.107
H -5.579 0.728 1.015  0.081
H 1.779 4.572 6.436  0.096
H 2.227 -3.884 -1.340  0.045
H -4.222 6.304 0.498  0.102
H -6.107 4.319 -0.630  0.113
H -0.603 4.594 -0.955  0.095
H 3.403 0.941 2.139  0.106
H -3.866 5.183 2.692  0.106
H 4.362 6.272 -0.756  0.091
H 2.666 7.137 1.854  0.092
H -3.429 -5.971 3.182  0.103
H -2.300 -5.363 -0.072  0.100
H 1.926 -6.026 -0.230  0.097
H 0.979 3.512 -0.589  0.112
H -0.824 -2.695 2.253  0.078
H 3.557 -3.716 -5.195  0.098
H 3.208 0.547 -5.198  0.095
H -6.133 0.112 -0.569  0.082
H 7.053 -0.344 -0.903  0.103
H -4.704 -0.927 5.578  0.103
H 2.907 5.663 -1.568  0.083
H 1.467 0.393 -3.460  0.070
H 4.332 6.497 1.768  0.089
H -1.855 1.547 2.406  0.069
H -1.866 3.841 3.056  0.096

***

(3)
This record from the Open Molecules 2025 dataset describes a 9-piece molecular cluster, C33H51F6N3O23P3 overall in a non-equilibrium geometry. The level of theory is ωB97M-V/def2-TZVPD.

Results
- E_LUMO (eV) = 0.03
- net charge = -1
- highest occupied orbital energy (eV) = -6.5

Last column: Löwdin charge in e.
Positions of all 119 atoms, in Å:
P -0.705 0.457 0.462  0.209
P 4.630 2.353 -2.398  0.432
P 3.405 -2.636 4.642  0.454
F -1.028 -0.392 -0.968  -0.170
F -1.411 -0.597 1.461  -0.144
F -0.495 1.323 1.695  -0.110
F 0.700 -0.296 0.761  -0.148
F -2.082 1.251 0.106  -0.143
F 0.169 1.561 -0.434  -0.182
O 4.252 -2.192 5.947  -0.214
O -2.753 -2.514 -0.941  0.084
O 0.330 -1.788 -7.121  0.117
O -0.935 1.563 -2.850  0.053
O -2.417 1.524 -5.239  0.092
O 1.947 -1.924 4.967  -0.227
O 0.760 -8.512 -1.678  0.095
O 0.747 -3.412 0.127  0.090
O 3.915 -1.793 3.381  -0.206
O -4.045 -0.411 -1.752  0.104
O 4.094 2.139 -3.767  -0.248
O -4.544 2.945 2.521  0.015
O 3.939 3.594 -1.597  -0.224
O 1.835 -1.766 -4.785  0.112
O -2.539 3.840 4.624  0.018
O -2.890 5.297 1.983  0.034
O 4.497 1.106 -1.351  -0.206
O 3.410 -4.108 4.459  -0.244
O -3.967 -1.846 -6.177  0.096
O 0.420 -3.953 -2.695  0.122
O 6.186 2.628 -2.349  -0.215
O 1.167 -7.876 1.124  0.100
O -2.684 -4.277 -5.301  0.093
N -5.185 0.861 1.812  -0.170
N -0.805 2.470 4.991  -0.190
N -1.365 5.023 0.370  -0.175
C -2.573 4.794 0.942  -0.353
C -0.024 -1.071 -6.078  -0.220
C 0.517 -0.007 -3.839  0.075
C 6.735 3.861 -2.935  -0.065
C -3.851 -1.346 -2.726  -0.191
C -1.605 3.187 4.195  -0.346
C 0.393 1.797 4.521  -0.066
C -4.206 -1.199 -4.002  0.053
C 0.909 -0.969 -4.895  -0.287
C 0.804 -2.198 4.122  -0.107
C -3.116 -2.471 -2.145  -0.285
C -4.278 1.783 2.214  -0.308
C 2.571 3.956 -1.783  -0.118
C -1.127 -0.227 -6.165  0.054
C -0.893 2.324 6.454  -0.044
C -6.576 1.272 1.756  -0.071
C 0.601 -4.814 -1.839  -0.288
C -1.041 4.447 -0.948  -0.047
C 4.581 -0.522 3.416  -0.093
C 0.811 -4.658 -0.373  -0.212
C -3.840 -2.128 -4.994  -0.343
C 3.204 0.682 -0.945  -0.120
C -1.424 0.796 -5.152  -0.319
C 0.674 -6.266 -2.168  0.060
C -0.371 5.865 0.931  -0.081
C -0.555 0.787 -3.931  -0.190
C 1.019 -7.112 0.179  -0.288
C 0.861 -7.236 -1.330  -0.262
C 5.677 -2.218 5.883  -0.122
C -2.881 -3.502 -3.111  0.064
C -4.895 -0.533 1.584  -0.053
C -3.172 -3.359 -4.417  -0.180
C 1.054 -5.660 0.549  0.091
H 7.015 4.480 -2.082  0.088
H 0.371 0.722 4.697  0.079
H -0.562 1.294 -2.008  0.026
H 3.918 0.245 3.015  0.087
H 0.128 -2.942 -0.437  0.093
H -7.337 0.922 2.454  0.083
H 4.707 -0.055 4.392  0.076
H 0.719 -3.222 3.759  0.075
H -1.163 5.224 -1.702  0.086
H 0.663 -6.468 -3.229  0.139
H -1.925 2.541 6.731  0.080
H -0.682 1.315 6.806  0.085
H 2.983 0.816 0.114  0.085
H -2.949 -4.038 -6.193  0.104
H 0.188 6.440 0.193  0.080
H -3.837 -0.640 1.345  0.067
H -1.821 -0.169 -6.991  0.119
H 2.270 4.120 -0.749  0.082
H 0.774 -1.655 3.177  0.072
H 0.624 -9.137 -0.963  0.115
H -0.379 -1.746 -7.766  0.120
H -3.665 -0.798 -0.960  0.055
H 7.610 3.789 -3.581  0.081
H 5.569 -0.540 2.955  0.096
H -3.261 1.363 2.181  0.117
H 0.428 5.364 1.477  0.082
H -7.057 0.998 0.816  0.075
H 2.479 4.959 -2.201  0.086
H 1.187 2.308 5.066  0.084
H -0.193 -2.073 4.545  0.087
H 2.380 1.124 -1.504  0.047
H -3.231 4.228 0.264  0.139
H -4.736 -0.331 -4.366  0.146
H 6.081 -1.225 5.686  0.070
H 6.016 4.313 -3.619  0.083
H -2.374 -4.432 -2.903  0.129
H 0.579 2.036 3.474  0.071
H 1.075 0.023 -2.915  0.112
H -0.310 3.135 6.891  0.088
H 1.886 3.318 -2.342  0.084
H -5.184 -1.199 2.397  0.088
H -0.776 6.604 1.623  0.088
H 6.262 -2.492 6.761  0.089
H 0.023 4.225 -1.026  0.048
H -6.740 2.343 1.638  0.085
H -5.512 -0.817 0.732  0.082
H -1.301 3.008 3.152  0.123
H 1.107 -5.376 1.590  0.125
H 6.032 -2.793 5.028  0.091
H -1.594 3.554 -1.237  0.073
H 2.974 -0.358 -1.177  0.094

***

What is the net charge in the third record? -1

***

What is the net charge in the first record? +1